[1]
{
  "formula": "C4H12IO2PSTm",
  "method": "ωB97M-V/def2-TZVPD",
  "species": ["O", "S", "O", "C", "P", "C", "C", "C", "I", "H", "H", "H", "H", "H", "H", "H", "H", "H", "H", "H", "H", "Tm"],
  "xyz": [[0.12176, -4.14002, 1.47504], [-0.03014, -2.60883, 1.18860], [1.36439, -1.95190, 1.52633], [-0.55948, -2.25675, -0.60998], [-0.08424, -0.41946, -1.00784], [0.47185, 1.41244, -1.19462], [1.12110, 1.92286, 0.22134], [0.05257, 2.12023, 1.44837], [-1.91438, 2.87760, 0.86370], [-0.95143, -2.05134, 2.13281], [-1.75252, -2.26339, -0.60697], [-0.10878, -3.01574, -1.37825], [-1.01283, -0.03443, 0.02683], [1.31784, -0.75771, -0.79680], [-0.56925, -0.50836, -2.36162], [-0.33783, 2.11923, -1.65751], [1.37008, 1.39165, -1.98101], [1.87010, 1.06130, 0.57088], [1.77349, 2.89609, 0.14676], [-0.10000, 1.15765, 2.11298], [0.52817, 2.93889, 2.17374], [-2.57048, 0.10999, -2.29277]],
  "forces_ev_per_a": [[-2.0, 6.0, -1.8], [6.7, -5.3, 3.6], [-5.5, -0.5, -2.2], [-1.8, 0.3, -0.7], [3.8, -0.8, 1.9], [1.4, 0.9, -0.9], [0.1, -0.7, -0.1], [2.8, 0.0, 1.6], [0.7, 0.1, 0.5], [0.4, -0.4, -1.5], [2.0, -0.6, 0.0], [-0.7, 1.0, 1.8], [-0.6, 0.1, -0.1], [-0.6, 0.1, -0.1], [0.2, -0.2, -0.4], [1.1, -0.7, 0.8], [-1.9, 0.1, 1.5], [-1.6, 1.8, -0.5], [-1.5, -1.8, -0.2], [-0.2, 1.7, -1.5], [-1.5, -1.6, -1.5], [-1.3, 0.2, -0.4]],
  "e_lumo_ev": [-13.478, -15.823],
  "orbital_gap_ev": [5.74, 3.39],
  "spin_multiplicity": 3,
  "energy_ha": -2430.9524,
  "max_force_ha_per_bohr": 0.18025,
  "total_charge": 3
}



[2]
{
  "formula": "C9H14BrN2O8PReSe4Te",
  "method": "ωB97M-V/def2-TZVPD",
  "species": ["Re", "Se", "Se", "Te", "Se", "N", "C", "P", "O", "O", "C", "N", "H", "H", "H", "H", "H", "H", "H", "H", "H", "H", "Br", "C", "C", "C", "C", "C", "C", "C", "O", "O", "H", "H", "H", "H", "O", "Se", "O", "O", "O"],
  "xyz": [[-0.69331, 0.65491, -1.71872], [-1.21755, 2.22795, -0.13549], [0.27769, 4.01106, 0.18682], [1.31223, 4.01061, -2.14204], [1.35417, 1.46728, -2.38598], [3.73143, 2.87113, 0.18591], [3.35647, 2.96603, 1.60506], [2.22169, 1.45908, 1.79611], [2.86983, 0.35024, 2.54147], [1.71201, 1.26623, 0.39803], [0.78757, 1.95817, 2.90935], [0.43044, 0.63221, 3.43160], [4.59202, 2.33825, 0.04395], [3.75993, 3.76735, -0.31420], [2.92772, 2.26987, -0.20390], [2.81242, 3.89355, 1.77671], [4.21804, 2.90673, 2.26682], [-0.03357, 2.39573, 2.34152], [1.09384, 2.62944, 3.70718], [-0.04647, 0.62934, 4.33351], [1.36076, 0.12087, 3.42664], [-0.14614, 0.12849, 2.73739], [-1.40686, -1.63048, 1.64381], [-1.86033, -2.68283, 0.15103], [-3.10538, -3.28333, 0.15145], [-3.49917, -4.00819, -0.95945], [-2.63421, -4.16825, -2.03082], [-1.37573, -3.59226, -2.00024], [-0.98250, -2.81872, -0.91118], [0.30366, -2.02587, -1.04978], [1.28971, -2.51716, -1.54417], [0.21103, -0.81468, -0.58829], [-3.77069, -3.15579, 0.99429], [-4.49200, -4.43313, -0.99128], [-2.95021, -4.72687, -2.89831], [-0.69006, -3.68432, -2.83231], [-3.53278, -1.02379, -3.74657], [-2.45170, -0.37136, -2.86484], [-2.13525, 1.27625, -3.00694], [-2.68829, -0.43585, -1.25494], [-0.91042, -0.85790, -3.04918]],
  "forces_ev_per_a": [[1.9, 1.2, 5.4], [-0.6, 0.0, 0.2], [0.3, 0.9, -0.6], [-0.2, 0.0, 0.5], [1.5, 0.7, -1.7], [0.0, -0.1, -0.6], [-0.3, -0.5, 0.9], [-0.4, 0.9, -0.8], [0.1, -0.2, 0.8], [0.9, 0.1, 1.1], [0.5, 0.5, -0.8], [-0.3, -0.8, 0.2], [-0.1, 0.2, 0.0], [0.0, -0.3, 0.0], [0.1, 0.1, -0.3], [0.0, -0.1, -0.1], [0.0, 0.0, -0.1], [0.1, -0.2, 0.2], [0.0, -0.1, 0.2], [0.1, -0.1, -0.1], [-0.1, -0.1, 0.3], [0.0, 0.1, 0.1], [-0.3, 0.0, 0.8], [0.1, -0.3, -0.4], [0.0, 0.0, 0.1], [0.0, 0.0, 0.0], [0.1, 0.0, -0.1], [-0.1, -0.1, 0.2], [0.2, 0.0, -0.1], [0.0, -1.5, -0.1], [-0.1, 0.2, 0.0], [-0.2, 2.0, -0.7], [0.0, 0.0, 0.0], [0.0, -0.1, 0.0], [0.0, 0.0, -0.1], [0.0, 0.0, 0.0], [-1.9, -1.0, -2.0], [-4.3, -1.0, -0.9], [0.5, 0.5, -0.8], [0.5, 0.3, 0.5], [1.9, -1.3, -1.5]],
  "e_lumo_ev": [-1.462, -1.063],
  "orbital_gap_ev": [5.78, 6.63],
  "spin_multiplicity": 2,
  "energy_ha": -13930.1197,
  "max_force_ha_per_bohr": 0.11362
}



[3]
{
  "formula": "C2H5IN",
  "method": "ωB97M-V/def2-TZVPD",
  "species": ["C", "C", "N", "I", "H", "H", "H", "H", "H"],
  "xyz": [[0.57666, 0.70406, -0.06824], [-0.13553, -0.46529, -0.62837], [-0.50003, 0.04831, 0.72649], [0.74698, -2.33421, -0.92212], [1.58795, 0.59539, 0.38637], [0.52052, 1.72578, -0.40072], [-1.40210, -0.42160, -1.48374], [-0.27986, -0.57400, 1.51477], [-1.11459, 0.72156, 0.87556]],
  "forces_ev_per_a": [[2.4, -1.0, 0.1], [-4.2, 0.5, -3.1], [4.1, -3.4, 0.1], [-0.1, 0.3, 0.4], [-0.8, -0.6, -0.6], [-1.1, 0.2, 0.0], [4.3, 0.4, 2.5], [0.1, 0.6, -0.2], [-4.7, 3.0, 0.8]],
  "e_lumo_ev": -4.241,
  "orbital_gap_ev": 10.09,
  "energy_ha": -431.2613,
  "max_force_ha_per_bohr": 0.10863,
  "total_charge": 1
}